Here is a molecular structure, C48H38Cl3GeO2P2PdS from OMol25. Energies are from ωB97M-V/def2-TZVPD.

Positions of all 96 atoms, in Å:
Pd: 2.390 -1.014 -1.318
O: 1.421 -0.640 0.482
S: 0.673 -1.775 1.147
C: -0.952 -2.053 0.493
C: -2.048 -1.598 1.272
C: -3.290 -2.076 0.995
C: -3.469 -3.123 0.061
C: -4.639 -3.918 -0.385
C: -4.122 -4.905 -1.367
C: -2.706 -4.524 -1.568
C: -1.792 -5.007 -2.446
C: -0.623 -4.163 -2.637
C: -0.279 -3.109 -1.780
P: 0.695 -1.756 -2.561
C: 1.275 -2.303 -4.102
C: 0.788 -1.922 -5.369
C: 1.415 -2.388 -6.550
C: 2.458 -3.333 -6.537
C: 2.866 -3.795 -5.332
C: 2.268 -3.315 -4.120
C: -0.522 -0.584 -2.992
C: -0.163 0.722 -3.197
C: -0.980 1.637 -3.723
C: -2.266 1.212 -4.098
C: -2.651 -0.080 -3.961
C: -1.813 -1.014 -3.358
C: -1.160 -2.845 -0.677
C: -2.403 -3.448 -0.738
C: 0.246 -1.290 2.743
C: 0.208 -2.502 3.409
C: 0.314 -2.665 4.751
C: 0.451 -1.573 5.556
C: 0.516 -1.433 6.993
C: 0.520 0.159 7.321
C: 0.469 0.730 5.920
C: 0.521 1.971 5.504
C: 0.550 2.189 4.113
C: 0.429 1.269 3.097
P: 0.496 1.945 1.369
C: -1.114 2.731 0.798
C: -2.295 2.999 1.427
C: -3.355 3.614 0.785
C: -3.227 4.015 -0.575
C: -1.991 3.948 -1.157
C: -0.942 3.242 -0.546
C: 1.646 3.352 1.524
C: 2.940 3.146 2.143
C: 3.800 4.222 2.371
C: 3.356 5.482 2.005
C: 2.104 5.699 1.527
C: 1.239 4.668 1.278
C: 0.382 -0.103 3.535
C: 0.510 -0.279 4.935
H: -1.789 -0.868 2.011
H: -4.154 -1.821 1.529
H: -5.350 -3.170 -0.832
H: -5.106 -4.320 0.475
H: -4.644 -4.908 -2.365
H: -4.174 -5.986 -0.981
H: -1.949 -5.860 -3.131
H: -0.107 -4.517 -3.509
H: -0.015 -1.135 -5.503
H: 1.094 -2.085 -7.468
H: 2.922 -3.640 -7.483
H: 3.619 -4.536 -5.181
H: 2.722 -3.578 -3.144
H: 0.802 1.030 -2.853
H: -0.639 2.623 -3.954
H: -2.899 1.962 -4.530
H: -3.682 -0.358 -4.252
H: -2.197 -2.046 -3.261
H: -0.035 -3.371 2.767
H: 0.208 -3.707 5.037
H: 1.466 -1.799 7.279
H: -0.317 -2.028 7.513
H: 1.418 0.582 7.820
H: -0.399 0.461 7.881
H: 0.495 2.860 6.129
H: 0.681 3.225 3.684
H: -2.441 2.521 2.416
H: -4.360 3.682 1.300
H: -4.037 4.432 -1.144
H: -1.805 4.394 -2.109
H: -0.013 2.965 -1.038
H: 3.306 2.117 2.401
H: 4.784 4.088 2.842
H: 3.921 6.331 2.276
H: 1.835 6.697 1.317
H: 0.175 4.812 0.920
O: 5.028 4.030 -0.421
H: 4.432 4.170 0.411
H: 5.682 4.689 -0.576
Cl: 2.487 2.805 -1.717
Ge: 4.575 2.180 -1.554
Cl: 5.850 2.756 -3.213
Cl: 4.469 -0.097 -2.244

- gap between HOMO and LUMO (alpha / beta) (eV) = 6.78 / 4.44
- E_tot (eV) = -181448.09893
- net charge = +2
- multiplicity = 4
- relative energy (zero: lowest compared OMol25 entry of this formula, charge and spin) (kJ/mol) = 370.4
- highest occupied orbital energy (alpha / beta) (eV) = -11.772 / -12.430
- <S²> = 3.766